Record 1
DFT (ωB97M-V with the def2-TZVPD basis set) results for 14 unconnected molecules or ions with the total composition C47H42F33N6O33S11 in a non-equilibrium geometry.

Structure (ORCA input):
```
! wB97M-V def2-TZVPD RIJCOSX def2/J DEFGRID3
* xyz -5 1
C 11.99797 -6.71088 24.07763
N 11.50630 -6.12466 22.84307
C 11.88355 -4.87379 22.52638
C 11.23318 -4.11608 21.58705
C 10.15947 -4.69848 20.90681
C 9.92097 -6.10701 21.06448
C 10.56619 -6.84898 22.09003
C 9.53315 -3.95419 19.76089
C 10.01253 -4.04983 18.44705
C 9.41849 -3.22240 17.48889
N 8.49237 -2.25127 17.73544
C 7.99033 -2.18068 19.02590
C 8.48801 -3.04695 19.99376
C 7.95788 -1.51881 16.61307
H 11.74510 -7.77112 24.08412
H 11.45137 -6.15817 24.84172
H 13.07163 -6.53387 24.14087
H 12.61520 -4.44515 23.19523
H 11.48180 -3.08077 21.40621
H 9.21134 -6.66229 20.46908
H 10.39036 -7.89664 22.28467
H 10.83807 -4.68331 18.15797
H 9.74337 -3.22592 16.45891
H 7.18786 -1.45981 19.07864
H 8.18873 -2.78987 20.99911
H 7.10669 -0.99109 17.04331
H 7.55212 -2.21354 15.87768
H 8.77712 -0.82259 16.43358
C 4.10441 -1.86162 24.94172
N 4.08122 -2.95602 24.06747
C 3.13516 -3.06257 23.16491
C 3.06316 -4.23375 22.34974
C 3.96283 -5.29447 22.57276
C 4.95203 -5.10505 23.50605
C 4.98940 -3.91473 24.23332
C 4.06943 -6.49645 21.77038
C 4.31789 -7.70704 22.41911
C 4.41008 -8.88339 21.67128
N 4.18247 -8.89767 20.35378
C 3.99168 -7.73330 19.72368
C 3.90946 -6.53957 20.43608
C 4.30635 -10.14692 19.53824
H 5.13909 -1.63513 25.19908
H 3.59528 -2.23817 25.82892
H 3.57653 -0.97907 24.58039
H 2.41248 -2.26046 23.13768
H 2.32314 -4.30975 21.56680
H 5.64357 -5.90344 23.73133
H 5.83667 -3.67218 24.85757
H 4.39913 -7.79078 23.49279
H 4.72677 -9.76340 22.21137
H 3.82331 -7.83724 18.66196
H 3.59736 -5.71159 19.81684
H 4.51679 -10.96148 20.23128
H 5.21378 -10.19610 18.93635
H 3.40141 -10.44407 19.00825
C 14.67319 -10.20618 16.97282
N 15.83236 -10.50135 17.86788
C 17.00855 -10.69075 17.23023
C 18.16736 -10.92309 17.98158
C 18.10066 -10.86808 19.39230
C 16.84286 -10.68425 19.96394
C 15.70723 -10.55112 19.22111
C 19.34508 -10.99261 20.21823
C 20.25780 -11.98589 19.92439
C 21.39205 -12.17298 20.64937
N 21.66489 -11.36281 21.76514
C 20.85894 -10.38012 22.07464
C 19.64034 -10.18575 21.30539
C 22.81321 -11.54735 22.63562
H 13.72940 -10.09016 17.50565
H 14.67090 -11.04903 16.28167
H 14.83141 -9.24046 16.49275
H 16.90394 -10.62407 16.15738
H 19.12762 -11.15280 17.54394
H 16.68157 -10.68029 21.03181
H 14.68470 -10.44913 19.55344
H 20.07607 -12.62979 19.07660
H 22.14498 -12.93578 20.51663
H 21.04872 -9.90272 23.02463
H 18.93874 -9.41726 21.59448
H 22.60498 -11.83922 23.66498
H 23.13829 -10.52481 22.82759
H 23.61156 -12.00499 22.05142
C 17.87995 -1.49648 25.06332
F 19.03380 -2.27086 25.02734
F 18.12169 -0.31601 24.57922
F 16.83159 -1.98463 24.36075
S 17.13307 -1.43104 26.85565
O 16.45545 -2.72994 26.97263
O 18.30075 -1.33756 27.67990
O 16.14463 -0.31642 26.86496
C 8.64665 -15.47819 19.95206
F 7.74309 -15.15818 20.87796
F 9.32647 -16.53442 20.33970
F 8.05941 -15.79890 18.89011
S 9.86160 -14.07759 19.55904
O 10.99289 -14.28012 20.49333
O 10.11379 -14.23445 18.08956
O 9.19237 -12.82128 19.86455
C 8.99404 -2.25947 30.70273
F 9.38063 -1.42446 31.67273
F 8.70209 -3.46944 31.26506
F 7.93571 -1.71761 30.12164
S 10.50553 -2.37479 29.47174
O 11.38693 -3.30399 30.21367
O 10.04887 -2.95058 28.20447
O 11.03714 -0.98878 29.45266
C 9.37049 4.06409 23.12586
F 8.44147 4.23633 24.10014
F 8.66720 4.04722 21.98102
F 10.26725 5.05900 23.05508
S 10.24019 2.32690 23.40137
O 11.09705 2.56578 24.56823
O 9.10262 1.46873 23.74606
O 10.84974 1.93645 22.16645
C 7.06384 -8.53673 29.00810
F 8.15047 -7.79671 29.19778
F 6.59805 -8.97572 30.20797
F 6.09501 -7.82834 28.37428
S 7.58876 -10.10180 27.99783
O 7.69857 -9.65151 26.63464
O 8.93077 -10.51120 28.49818
O 6.53995 -11.11953 28.15289
C 12.19318 4.33747 13.59488
F 12.17927 3.93047 14.91948
F 10.96935 4.52389 13.26182
F 12.91378 5.41377 13.38812
S 12.91478 3.01072 12.41174
O 12.10662 1.78144 12.50795
O 12.72665 3.54707 11.07331
O 14.24447 2.74464 12.84401
C 18.12305 -13.95626 26.98672
F 18.49290 -13.61303 28.16921
F 19.06833 -13.80849 26.08289
F 17.70974 -15.29667 26.95832
S 16.71461 -12.81544 26.57584
O 16.15983 -13.38696 25.30768
O 15.77274 -12.84974 27.71328
O 17.17724 -11.44180 26.40960
C 2.48002 2.54607 19.25169
F 1.75361 3.63718 19.24878
F 3.59697 3.01482 18.83883
F 2.66073 2.03283 20.47447
S 1.61777 1.26407 18.05708
O 0.25529 1.10537 18.57941
O 1.72190 1.88703 16.65280
O 2.40022 0.01514 18.13322
C 15.80261 -2.98694 17.31603
F 16.86546 -2.20143 17.27205
F 14.77102 -2.48324 18.00730
F 15.37334 -3.14400 16.06754
S 16.15806 -4.75332 18.16545
O 14.83834 -5.32952 18.46438
O 16.86062 -5.54375 17.15976
O 16.94034 -4.54284 19.39446
C 5.18341 -6.42667 11.42275
F 5.72390 -6.79621 10.26458
F 4.87745 -5.13385 11.36537
F 4.13764 -7.21524 11.69849
S 6.44546 -6.68124 12.88466
O 5.74215 -6.09334 14.03118
O 6.67394 -8.12297 12.93716
O 7.66961 -5.97967 12.51486
C 5.46789 2.02240 9.62520
F 6.76685 2.24993 9.48026
F 5.19815 0.65182 9.61955
F 5.04779 2.54600 10.75417
S 4.47742 2.91161 8.15654
O 5.48128 3.05817 7.07257
O 3.39185 1.99662 7.80256
O 3.95648 4.20119 8.69425
*
```

## Properties
- Electronic energy: -12302.8251 a.u.
- Highest occupied orbital energy: -0.904 eV
- Orbital gap: 0.041 Ha

***

Record 2
DFT (ωB97M-V with the def2-TZVPD basis set) results for a molecular structure, C47H42NOS5SbYb.

Structure (ORCA input):
```
! wB97M-V def2-TZVPD RIJCOSX def2/J DEFGRID3
* xyz 1 2
Yb 0.60058 0.02879 0.50132
S 1.92233 -2.24250 0.05123
C 1.65243 -3.39069 1.35079
C 2.09076 -4.71595 1.18107
C 1.99557 -5.65140 2.19474
C 1.47405 -5.30263 3.43845
C 1.04112 -4.00694 3.63742
C 1.11521 -3.07087 2.60128
S 0.42353 -1.46713 2.94999
C -1.32337 -1.91074 2.75707
C -1.66666 -2.43978 1.38978
C -2.48455 -3.55350 1.29402
C -2.84250 -4.02078 0.04298
C -2.36047 -3.36588 -1.07324
C -1.50482 -2.28829 -0.90264
C -0.80502 -1.74551 -2.11137
S -0.44404 0.04360 -2.06998
C 0.99239 0.04380 -3.12153
C 0.76792 -0.28838 -4.45958
C 1.82605 -0.38966 -5.34023
C 3.11214 -0.14034 -4.86877
C 3.32432 0.21365 -3.54849
C 2.26970 0.32898 -2.62733
S 2.62612 0.90350 -1.00412
N -1.17824 -1.81931 0.30843
H 2.52482 -4.98619 0.22457
H 2.34944 -6.66123 2.02217
H 1.41835 -6.02690 4.24121
H 0.64873 -3.70290 4.60228
H -1.90561 -1.01799 2.98840
H -1.53562 -2.66671 3.50748
H -2.82385 -4.05059 2.19473
H -3.49060 -4.88483 -0.06019
H -2.60947 -3.70364 -2.07219
H -1.37800 -1.96032 -3.00971
H 0.16874 -2.23057 -2.17849
H -0.24605 -0.46798 -4.80357
H 1.65245 -0.65392 -6.37644
H 3.95930 -0.21977 -5.54013
H 4.32685 0.41666 -3.19261
C 2.85662 8.53654 1.08826
C 2.43236 7.10892 1.30303
C 1.99766 6.32435 0.24117
C 1.63510 4.99697 0.40750
C 1.21531 4.19342 -0.79351
C 1.70321 4.44297 1.70126
C 1.36652 3.06618 1.96027
O 0.92899 2.25621 1.14930
C 2.13967 5.22646 2.80070
C 2.22804 4.69775 4.21877
C 2.49148 6.54222 2.57571
H 2.49581 8.92412 0.13653
H 3.94725 8.60504 1.08599
H 2.49307 9.17879 1.89058
H 1.94938 6.75674 -0.75233
H 1.13808 4.83704 -1.66805
H 0.25904 3.69383 -0.63619
H 1.93612 3.39944 -1.00314
H 1.50506 2.72689 2.99116
H 2.93641 3.87226 4.30663
H 1.26095 4.35188 4.58811
H 2.56892 5.48808 4.88340
H 2.82311 7.15182 3.41064
S -1.85459 1.11022 1.52486
Sb -3.14849 2.04425 -0.11815
C -4.74790 2.97817 0.87361
C -5.21602 2.41418 2.05789
C -6.32659 2.96090 2.68442
C -6.96532 4.06459 2.13067
C -6.49883 4.62574 0.94872
C -5.38764 4.08317 0.31199
C -4.07510 0.49865 -1.20238
C -4.42958 0.60559 -2.54728
C -5.16475 -0.41311 -3.14328
C -5.56157 -1.51419 -2.39416
C -5.21786 -1.60710 -1.05094
C -4.45748 -0.61124 -0.45483
C -2.41007 3.58510 -1.33405
C -2.12084 3.43459 -2.68745
C -1.71054 4.54274 -3.41940
C -1.59336 5.78406 -2.80348
C -1.87190 5.92481 -1.45059
C -2.27567 4.82402 -0.70829
H -4.70382 1.56757 2.50198
H -6.69173 2.52895 3.60875
H -7.83237 4.48842 2.62318
H -6.99810 5.48634 0.52021
H -5.03275 4.52300 -0.61203
H -4.17485 1.48391 -3.12662
H -5.44498 -0.33495 -4.18730
H -6.15166 -2.29677 -2.85790
H -5.53680 -2.46145 -0.46561
H -4.17493 -0.69271 0.58969
H -2.17522 2.46662 -3.16956
H -1.47852 4.43229 -4.47148
H -1.27447 6.64319 -3.38148
H -1.77078 6.88952 -0.96824
H -2.49476 4.93992 0.34698
*
```

## Properties
- ⟨S²⟩: 0.75
- ΔE to the lowest compared entry with this formula, charge and spin: 0.00 kcal/mol
- Electronic energy: -5336.0281 a.u.
- Highest occupied orbital energy (spin up / spin down): -9.193 / -9.195 eV
- Orbital gap (spin up / spin down): 0.243 / 0.243 Ha

***

- Which of these has the highest electronic energy?
  C47H42NOS5SbYb

***

- Number 2 is which compound?
  C47H42NOS5SbYb

***

- Among the records above, which one has the lowest electronic energy?
  C47H42F33N6O33S11

***

- The highest electronic energy belongs to which entry?
  C47H42NOS5SbYb